{"formula": "C21H43HoN2P3S2", "method": "ωB97M-V with the def2-TZVPD basis set", "symbols": ["Ho", "P", "P", "P", "H", "C", "C", "H", "C", "C", "C", "C", "C", "C", "C", "C", "C", "H", "H", "H", "H", "H", "H", "H", "H", "H", "H", "H", "H", "H", "H", "H", "H", "H", "H", "H", "H", "H", "H", "H", "H", "H", "H", "H", "H", "H", "C", "C", "C", "C", "C", "C", "S", "H", "H", "H", "H", "H", "H", "C", "N", "C", "C", "N", "C", "S", "H", "H", "H", "H", "H", "H"], "xyz": [[-1.574, 0.444, -1.168], [1.109, -0.235, 0.677], [0.113, -0.547, -3.103], [-2.360, -0.721, 2.819], [-2.731, -1.151, -2.677], [-3.340, -0.754, -1.786], [-3.699, 0.605, -1.849], [-3.916, 1.101, -2.795], [1.622, -1.942, 1.035], [2.677, 0.308, -0.168], [1.471, 0.486, 2.341], [-0.531, -0.707, -4.791], [1.568, 0.543, -3.368], [0.964, -2.169, -2.907], [-4.135, -0.772, 3.253], [-1.873, 0.981, 3.321], [-1.673, -1.637, 4.262], [-3.900, -1.590, -1.380], [-4.252, 1.125, -1.059], [2.521, -1.947, 1.642], [1.824, -2.474, 0.112], [0.833, -2.466, 1.563], [3.474, 0.366, 0.568], [2.552, 1.287, -0.633], [2.952, -0.415, -0.932], [2.548, 0.454, 2.523], [0.968, -0.083, 3.127], [1.145, 1.530, 2.410], [0.108, -0.166, -5.492], [-1.539, -0.298, -4.813], [-0.559, -1.751, -5.109], [2.482, 0.096, -2.958], [1.404, 1.510, -2.880], [1.693, 0.738, -4.435], [1.095, -2.639, -3.906], [0.346, -2.851, -2.291], [1.960, -2.055, -2.426], [-4.300, -0.695, 4.335], [-4.538, -1.725, 2.893], [-4.658, 0.055, 2.770], [-2.661, 1.497, 3.874], [-1.674, 1.550, 2.411], [-0.975, 0.973, 3.948], [-2.433, -1.716, 5.055], [-0.813, -1.074, 4.651], [-1.378, -2.643, 3.923], [-1.883, -4.217, -0.749], [-1.093, -5.297, -0.333], [-0.628, -6.240, -1.267], [-0.957, -6.122, -2.618], [-1.904, -5.174, -2.982], [-2.395, -4.216, -2.074], [-2.063, -2.786, 0.438], [-2.273, -2.763, 1.831], [-0.822, -5.464, 0.690], [-0.006, -7.045, -0.939], [-0.591, -6.749, -3.412], [-2.240, -5.117, -4.003], [-3.203, -3.539, -2.303], [-1.509, 5.479, -1.875], [-0.344, 4.907, -1.189], [0.879, 5.530, -1.028], [1.638, 4.734, -0.240], [0.863, 3.617, 0.072], [-0.378, 3.744, -0.509], [-1.853, 2.867, -0.208], [-1.841, 4.839, -2.700], [-2.364, 5.609, -1.202], [-1.203, 6.451, -2.263], [1.115, 6.485, -1.456], [2.629, 4.896, 0.126], [1.113, 2.846, 0.691]], "e_above_lowest_kcal_mol": 38.2, "multiplicity": 5, "total_charge": 3}